# 1
A cluster of 2 separate species, C2H3ClO2S in total. Source: OMol25; level of theory: ωB97M-V/def2-TZVPD.

Each line ends with the Mulliken charge.
Element x y z (Å)
C1 0.478 -0.651 0.090  -0.70
C2 0.403 -0.176 1.267  0.88
O1 0.369 0.102 2.387  -0.36
H1 1.371 -0.503 -0.601  0.21
H2 -0.423 -1.099 -0.483  0.01
O2 -3.690 1.391 -0.215  -0.43
S1 -3.022 0.135 0.622  0.21
Cl1 -2.654 -1.185 -0.875  -0.18
H3 -2.969 1.678 -0.804  0.36

## Properties
- Kohn-Sham gap: 0.3388 Ha
- Lowest unoccupied orbital energy: -0.03 eV
- Largest force on an atom: 0.103 hartree/bohr
- Multiplicity: 1
- Energy above the lowest of the compared OMol25 structures with the same formula, charge and spin: 36.9 kcal/mol
- SMILES: C=C=O.OSCl

---

# 2
A cluster of 2 separate species, C20H26F3O4S in total. Source: OMol25; level of theory: ωB97M-V/def2-TZVPD.

Each line ends with the Mulliken charge.
Element x y z (Å)
C1 3.938 0.328 3.223  -1.17
C2 3.030 1.522 3.117  -0.34
O1 1.674 1.069 3.127  -0.13
C3 0.819 2.132 3.111  -0.30
C4 -0.594 1.663 3.152  0.62
C5 -1.579 2.721 3.247  0.31
O2 -1.393 3.866 2.851  -0.75
C6 -2.972 2.363 3.805  -0.79
C7 -3.759 1.477 2.839  -0.75
C8 -3.119 0.103 2.581  -0.56
C9 -2.184 -0.338 3.713  -1.07
C10 -0.781 0.289 3.652  0.09
O3 1.230 3.281 3.086  -0.70
H1 4.970 0.669 3.119  0.39
H2 3.835 -0.161 4.199  0.29
H3 3.722 -0.404 2.435  0.23
H4 3.183 2.214 3.952  0.40
H5 3.196 2.081 2.189  0.28
H6 -2.846 1.881 4.784  0.30
H7 -3.522 3.303 3.932  0.37
H8 -4.775 1.333 3.236  0.31
H9 -3.885 2.007 1.884  0.33
H10 -3.915 -0.646 2.461  0.40
H11 -2.568 0.132 1.631  0.33
H12 -2.619 -0.107 4.691  0.39
H13 -2.061 -1.427 3.674  0.42
H14 -0.138 -0.398 3.072  0.05
H15 -0.372 0.283 4.682  0.11
C11 1.313 -3.015 -4.416  -1.48
C12 0.330 -1.906 -4.057  1.13
C13 -1.093 -2.433 -4.234  -1.51
C14 0.559 -1.381 -2.635  0.20
C15 0.878 -0.042 -2.428  -0.28
C16 1.065 0.442 -1.129  -0.82
C17 0.941 -0.417 -0.041  0.06
C18 0.631 -1.761 -0.251  -1.39
C19 0.439 -2.238 -1.539  -0.28
O4 0.577 -0.737 -4.854  -0.16
S1 0.149 -0.851 -6.478  -0.10
C20 0.710 0.752 -7.033  0.69
F1 1.824 0.621 -7.825  -0.23
F2 -0.292 1.336 -7.769  -0.24
F3 1.028 1.600 -6.018  -0.18
H16 1.224 -3.836 -3.696  0.37
H17 1.111 -3.395 -5.424  0.41
H18 2.343 -2.647 -4.387  0.40
H19 -1.295 -3.207 -3.485  0.38
H20 -1.830 -1.636 -4.095  0.38
H21 -1.240 -2.872 -5.229  0.48
H22 0.982 0.639 -3.270  0.44
H23 1.307 1.498 -1.003  0.45
H24 1.091 -0.032 0.972  0.55
H25 0.540 -2.436 0.600  0.39
H26 0.191 -3.283 -1.720  0.28

## Properties
- Kohn-Sham gap: 0.1754 Ha
- Lowest unoccupied orbital energy: 1.92 eV
- Largest force on an atom: 0.067 hartree/bohr
- Net charge: -1
- Multiplicity: 1
- Energy above the lowest of the compared OMol25 structures with the same formula, charge and spin: 0.0 kcal/mol

---

# 3
A structure of composition C18H29AgAsF6NO11. Source: OMol25; level of theory: ωB97M-V/def2-TZVPD.

Each line ends with the Mulliken charge.
Element x y z (Å)
Ag1 -0.048 -0.139 1.174  1.00
As1 2.318 -3.307 0.993  2.02
F1 3.572 -2.619 -0.047  -0.50
F2 1.332 -3.492 -0.438  -0.44
F3 1.049 -4.015 1.920  -0.49
F4 3.324 -2.964 2.388  -0.51
F5 1.644 -1.685 1.163  -0.54
F6 3.073 -4.865 0.829  -0.52
C1 -3.462 -4.369 -3.505  -0.55
C2 -2.313 -4.386 -2.723  -0.39
C3 -2.295 -3.630 -1.555  -0.41
C4 -3.363 -2.787 -1.265  0.45
C5 -4.534 -2.813 -2.022  -0.63
C6 -4.516 -3.530 -3.207  -0.47
N1 -3.331 -1.956 -0.080  0.78
O1 -2.239 -1.579 0.317  -0.40
O2 -4.387 -1.678 0.458  -0.61
H1 -3.518 -5.054 -4.343  0.38
H2 -1.472 -5.008 -2.992  0.46
H3 -1.397 -3.507 -0.959  0.56
H4 -5.427 -2.230 -1.852  0.43
H5 -5.377 -3.564 -3.862  0.41
C7 1.031 -3.169 -3.470  -0.97
C8 1.306 -1.700 -3.184  0.24
O3 0.132 -0.903 -3.434  -0.35
C9 -0.468 -0.285 -2.442  0.63
O4 -0.065 -0.042 -1.329  0.13
O5 -1.616 0.180 -2.932  -0.41
C10 -2.499 0.839 -2.067  -0.58
H6 0.226 -3.514 -2.832  -0.17
H7 1.935 -3.706 -3.186  0.40
H8 0.905 -3.285 -4.546  0.43
H9 2.082 -1.374 -3.877  0.36
H10 1.704 -1.580 -2.178  -0.26
H11 -3.527 0.860 -2.422  0.35
H12 -2.255 1.908 -1.976  0.19
H13 -2.431 0.450 -1.050  0.12
C11 -0.511 5.314 -0.554  -1.53
C12 -0.209 3.840 -0.284  0.56
O6 0.917 3.497 -1.087  -0.34
C13 1.664 2.496 -0.615  0.76
O7 1.459 1.858 0.378  -0.37
O8 2.617 2.256 -1.485  -0.42
C14 3.429 1.088 -1.283  -0.27
H14 0.316 5.995 -0.355  0.36
H15 -1.363 5.693 0.014  0.41
H16 -0.781 5.462 -1.603  0.34
H17 -1.078 3.254 -0.577  -0.07
H18 0.011 3.774 0.780  0.05
H19 3.725 1.071 -0.232  0.28
H20 4.338 1.248 -1.857  0.28
H21 2.882 0.196 -1.567  -0.06
C15 2.994 2.352 6.001  -1.15
C16 2.716 2.767 4.574  -0.18
O9 1.988 1.694 3.946  -0.24
C17 0.690 1.735 3.778  0.80
O10 0.068 0.779 3.389  -0.73
O11 0.152 2.914 4.082  -0.32
C18 -1.255 2.952 4.303  -0.75
H22 3.663 2.967 6.604  0.39
H23 3.385 1.335 6.039  0.30
H24 2.074 2.350 6.596  0.29
H25 3.656 2.814 4.028  0.31
H26 2.178 3.703 4.466  0.29
H27 -1.555 3.973 4.064  0.25
H28 -1.464 2.819 5.360  0.30
H29 -1.806 2.300 3.632  0.31

## Properties
- Kohn-Sham gap: 0.3476 Ha
- Lowest unoccupied orbital energy: -0.85 eV
- Largest force on an atom: 0.037 hartree/bohr
- Multiplicity: 1
- Energy above the lowest of the compared OMol25 structures with the same formula, charge and spin: 15.6 kcal/mol

---

# 4
An isolated molecule of C2H6N4O2S. Source: OMol25; level of theory: ωB97M-V/def2-TZVPD.

Each line ends with the Mulliken charge.
Element x y z (Å)
N1 0.662 -1.361 1.904  -0.47
S1 0.331 -1.622 0.307  1.04
O1 -0.494 -2.749 -0.006  -0.58
O2 1.552 -1.474 -0.400  -0.56
N2 -0.795 -0.264 0.013  0.10
N3 -0.551 0.797 0.768  -0.44
C1 -0.082 1.829 0.186  -0.05
C2 -0.046 1.483 -1.444  -0.53
N4 -0.702 0.189 -1.406  -0.36
H1 1.461 -1.930 2.161  0.29
H2 -0.101 -1.604 2.544  0.26
H3 0.083 2.823 0.667  0.37
H4 -0.628 2.122 -2.013  0.39
H5 0.977 1.443 -1.668  0.23
H6 -1.665 0.314 -1.613  0.29

## Properties
- Kohn-Sham gap: 0.3667 Ha
- Lowest unoccupied orbital energy: 0.59 eV
- Largest force on an atom: 0.089 hartree/bohr
- Multiplicity: 1
- Energy above the lowest of the compared OMol25 structures with the same formula, charge and spin: 18.6 kcal/mol
- SMILES: NS(=O)(=O)N1N=CCN1

---

# 5
A cluster of 2 separate species, C3H2IN2S in total. Source: OMol25; level of theory: ωB97M-V/def2-TZVPD.

Each line ends with the Mulliken charge.
Element x y z (Å)
C1 0.651 -1.358 -0.406  0.11
C2 0.265 1.177 0.275  -0.14
C3 1.644 -0.490 -0.623  -0.24
N1 -0.452 -0.926 0.330  -0.59
N2 -0.505 0.311 0.385  0.34
S1 2.973 0.381 -1.089  -0.30
I1 -5.785 1.148 1.700  -1.00
H1 0.705 -2.383 -0.532  0.43
H2 0.505 2.140 -0.040  0.39

## Properties
- Kohn-Sham gap (alpha / beta): 0.2040 / 0.1192 Ha
- Expectation value of S²: 2.024
- Lowest unoccupied orbital energy (alpha / beta): 2.34 / 0.03 eV
- Largest force on an atom: 0.089 hartree/bohr
- Net charge: -1
- Multiplicity: 3
- Energy above the lowest of the compared OMol25 structures with the same formula, charge and spin: 0.0 kcal/mol

---

# 6
A cluster of 3 separate species, C3H14NO2 in total. Source: OMol25; level of theory: ωB97M-V/def2-TZVPD.

Each line ends with the Mulliken charge.
Element x y z (Å)
C1 -0.489 0.737 1.455  -1.38
C2 -1.251 1.054 0.182  -0.10
C3 -1.603 -0.137 -0.682  -1.39
N1 0.922 0.307 1.161  -1.19
H1 -0.440 1.663 2.028  0.53
H2 -0.960 -0.019 2.073  0.29
H3 -0.817 1.874 -0.379  0.43
H4 -2.191 1.510 0.526  0.39
H5 -2.173 -0.955 -0.242  0.56
H6 -2.168 0.150 -1.571  0.27
H7 -0.687 -0.610 -1.018  -0.07
H8 1.001 -0.728 1.033  0.12
H9 1.219 0.815 0.317  0.38
H10 1.547 0.496 1.977  1.15
H11 1.519 -2.951 0.371  0.36
H12 0.116 -2.719 -0.313  0.24
O1 0.893 -2.294 0.075  -0.75
H13 0.590 0.053 -1.890  0.38
H14 1.191 1.178 -2.767  0.28
O2 1.119 0.854 -1.863  -0.52

## Properties
- Kohn-Sham gap (alpha / beta): 0.1270 / 0.4572 Ha
- Expectation value of S²: 0.750
- Lowest unoccupied orbital energy (alpha / beta): 0.70 / 0.43 eV
- Largest force on an atom: 0.034 hartree/bohr
- Multiplicity: 2
- Energy above the lowest of the compared OMol25 structures with the same formula, charge and spin: 6.9 kcal/mol

---

# 7
A structure of composition C32H26BrF2N3O3SV. Source: OMol25; level of theory: ωB97M-V/def2-TZVPD.

Each line ends with the Mulliken charge.
Element x y z (Å)
V1 0.451 -0.201 -1.083  0.84
O1 1.685 -1.082 0.577  -0.18
C1 1.337 -0.468 1.872  4.39
C2 -0.010 0.211 1.596  -1.63
O2 -0.890 0.316 2.404  -0.67
O3 -0.044 0.749 0.364  -0.76
C3 2.378 0.608 2.185  0.07
C4 2.034 1.916 2.504  0.00
C5 3.025 2.852 2.785  -0.99
C6 4.363 2.490 2.740  -0.51
C7 4.709 1.178 2.435  -1.15
C8 3.720 0.245 2.171  -0.56
C9 1.246 -1.519 2.963  -0.71
C10 1.312 -2.874 2.673  0.01
C11 1.250 -3.816 3.698  -1.09
C12 1.112 -3.403 5.015  -0.45
C13 1.034 -2.044 5.305  -0.92
C14 1.107 -1.109 4.286  -0.32
H1 2.648 -1.065 0.487  0.39
H2 0.993 2.220 2.544  0.49
H3 2.746 3.867 3.042  0.47
H4 5.134 3.221 2.951  0.43
H5 5.750 0.880 2.416  0.44
H6 4.011 -0.788 1.987  0.43
H7 1.403 -3.203 1.647  0.35
H8 1.307 -4.872 3.462  0.43
H9 1.069 -4.133 5.814  0.41
H10 0.919 -1.713 6.331  0.40
H11 1.054 -0.052 4.522  0.42
Br1 -0.574 7.139 -1.627  -0.15
C15 -0.603 5.271 -1.805  0.03
C16 -1.682 4.661 -2.427  -0.86
C17 -1.695 3.285 -2.571  -0.72
C18 -0.635 2.525 -2.099  0.80
C19 0.421 3.139 -1.449  0.12
C20 0.444 4.519 -1.307  -0.97
N1 -0.589 1.087 -2.263  1.04
C21 -1.252 0.530 -3.191  -0.08
C22 -1.071 -0.925 -3.369  0.07
C23 -1.708 -1.668 -4.329  -0.90
C24 -1.396 -3.018 -4.442  -0.51
C25 -0.467 -3.570 -3.583  -0.91
C26 0.118 -2.763 -2.628  -0.15
N2 -0.166 -1.456 -2.531  0.27
H12 -2.509 5.254 -2.789  0.42
H13 -2.565 2.823 -3.022  0.34
H14 1.245 2.560 -1.052  0.09
H15 1.275 5.000 -0.806  0.49
H16 -1.861 1.093 -3.888  0.48
H17 -2.429 -1.196 -4.984  0.55
H18 -1.873 -3.628 -5.199  0.46
H19 -0.199 -4.616 -3.639  0.46
H20 0.837 -3.150 -1.922  0.51
F1 2.673 -1.065 -2.066  -0.30
C27 2.232 0.285 -1.943  -0.11
F2 3.117 0.878 -1.059  -0.22
H21 2.405 0.765 -2.900  0.34
S1 -1.250 -2.219 0.181  -0.32
C28 -2.806 -1.568 -0.169  0.67
N3 -3.234 -0.423 0.423  0.20
C29 -4.428 0.169 0.199  -0.20
C30 -5.319 -0.378 -0.666  -0.78
C31 -4.960 -1.583 -1.289  -0.20
C32 -3.739 -2.162 -1.051  -0.85
H22 -2.612 -0.022 1.139  0.07
H23 -4.614 1.079 0.752  0.44
H24 -6.272 0.097 -0.843  0.46
H25 -5.663 -2.066 -1.960  0.43
H26 -3.451 -3.093 -1.519  0.46

## Properties
- Kohn-Sham gap (alpha / beta): 0.2504 / 0.2463 Ha
- Expectation value of S²: 2.018
- Lowest unoccupied orbital energy (alpha / beta): -4.05 / -4.22 eV
- Largest force on an atom: 0.045 hartree/bohr
- Net charge: +1
- Multiplicity: 3
- Energy above the lowest of the compared OMol25 structures with the same formula, charge and spin: 14.1 kcal/mol